This record from the OMol25 dataset describes a cluster of 11 separate species, C25H52F18N5O23S6 in total. The level of theory is ωB97M-V/def2-TZVPD.

CARTESIAN COORDINATES (ANGSTROEM)
S (3.016, 0.827, 0.666)
S (-0.652, 1.616, 4.287)
S (-1.702, -4.901, 4.486)
S (2.994, -3.650, -2.246)
S (-2.912, 5.480, -0.170)
S (0.752, 0.418, -2.708)
F (5.212, 2.244, 0.967)
F (-5.103, 5.306, 1.314)
F (-5.169, 3.952, -0.380)
F (0.221, 0.771, -5.443)
F (0.179, 4.285, 4.567)
F (0.296, 3.452, 2.598)
F (4.901, 0.943, 2.708)
F (-3.889, 3.468, 1.329)
F (1.726, 2.838, 4.105)
F (-0.594, -6.160, 2.296)
F (0.324, -1.284, -4.674)
F (3.212, -3.561, 0.472)
F (2.423, -5.438, -0.119)
F (1.167, -3.555, -0.066)
F (0.763, -6.069, 3.932)
F (-1.450, -0.060, -4.176)
F (-0.911, -7.483, 3.945)
F (3.711, 2.752, 2.403)
O (0.312, -0.568, -1.701)
O (-2.277, 6.115, 0.983)
O (2.337, -0.238, 1.380)
O (0.295, 1.771, -2.455)
O (4.023, -4.649, -2.550)
O (1.670, -3.132, 5.119)
O (-1.996, -5.504, 5.790)
O (-3.506, 6.436, -1.112)
O (2.184, 0.401, -2.998)
O (-2.063, 4.428, -0.805)
O (3.801, 0.269, -0.448)
O (3.542, -2.272, -2.103)
O (-2.877, -4.690, 3.593)
O (-4.609, 1.633, -6.595)
O (2.128, 1.876, 0.127)
O (0.417, 5.270, -3.013)
O (-0.460, 1.339, 5.754)
O (-1.777, -5.193, -0.592)
O (1.802, -3.695, -3.144)
O (-2.060, 1.925, 3.981)
O (-2.746, -0.836, 0.788)
O (-0.855, -3.705, 4.546)
O (-0.155, 0.657, 3.370)
N (-1.062, -5.151, -2.877)
N (0.675, 4.298, -0.754)
N (-0.343, -0.858, 1.188)
N (-3.580, 3.635, -4.605)
N (4.522, -2.052, 4.561)
C (-1.702, -5.818, -1.628)
C (-0.089, -0.096, -4.376)
C (2.486, 4.098, -2.645)
C (-0.608, -2.260, 1.736)
C (-1.183, -3.594, -2.876)
C (4.475, -2.339, 3.066)
C (-4.865, 3.733, -5.462)
C (0.406, 3.164, 3.855)
C (-1.431, 1.261, 0.470)
C (-4.399, 4.471, 0.574)
C (1.183, 5.409, 0.317)
C (3.208, -1.253, 5.041)
C (-2.163, -7.237, -1.700)
C (-2.276, 3.340, -5.391)
C (1.174, 4.656, -2.231)
C (1.856, -1.858, 4.597)
C (5.826, -1.321, 4.940)
C (4.311, 1.750, 1.793)
C (-5.491, 2.382, -5.830)
C (2.352, -4.144, -0.402)
C (-0.560, -6.240, 3.608)
C (-3.640, 2.551, -3.498)
C (-1.670, -0.181, 0.867)
C (-3.402, 4.971, -3.907)
C (4.602, -3.328, 5.386)
H (-2.252, 2.313, -5.757)
H (-0.328, 4.185, -0.792)
H (0.152, -0.886, 0.308)
H (-3.240, -7.397, -1.727)
H (0.734, -3.343, 5.084)
H (3.697, -3.087, 2.916)
H (1.687, -1.920, 3.522)
H (-0.831, -3.162, -1.939)
H (0.293, -2.772, 2.072)
H (-4.793, 4.387, -6.331)
H (-1.296, -2.038, 2.552)
H (3.356, -1.390, 6.112)
H (5.399, -2.781, 2.693)
H (0.477, 5.375, 1.146)
H (6.712, -1.890, 4.657)
H (-1.401, 1.896, 1.356)
H (-1.073, -2.864, 0.957)
H (1.112, 3.425, -0.496)
H (-1.620, 3.439, -4.526)
H (-1.782, -7.766, -2.574)
H (3.026, 4.612, -3.440)
H (-0.712, -3.344, -3.826)
H (-2.519, 5.029, -3.271)
H (3.809, -4.059, 5.224)
H (1.193, 6.402, -0.133)
H (-2.184, 4.167, -6.094)
H (5.930, -1.104, 6.003)
H (-3.329, 5.720, -4.696)
H (-2.361, 1.652, 0.058)
H (-4.602, 2.605, -2.989)
H (-0.150, -5.546, -3.055)
H (-5.860, 1.788, -4.994)
H (5.828, -0.296, 4.568)
H (4.602, -3.231, 6.471)
H (-1.559, -5.486, -3.690)
H (3.199, 3.876, -1.851)
H (1.034, -1.237, 4.955)
H (3.222, -0.179, 4.855)
H (-2.269, -3.548, -2.958)
H (4.253, -1.450, 2.475)
H (-0.636, 1.353, -0.270)
H (-4.295, 5.167, -3.314)
H (-6.346, 2.508, -6.496)
H (0.256, -0.452, 1.893)
H (5.411, -3.916, 4.952)
H (-1.753, -7.859, -0.903)
H (2.163, 5.148, 0.716)
H (-3.598, 1.608, -4.042)
H (-4.822, 0.699, -6.647)
H (-2.839, 2.556, -2.759)
H (2.244, 3.102, -3.014)
H (-5.595, 4.176, -4.785)

Values from the calculation:
DFT total energy, hartree: -7174.7287
Total charge: -1
Frontier orbital gap, eV: 7.17
Energy above the lowest of the compared OMol25 structures with the same formula, charge and spin, kcal per mole: 0.0



This record from the OMol25 dataset describes a cluster of 6 separate species, C25H52FO16S2 in total. The level of theory is ωB97M-V/def2-TZVPD.

CARTESIAN COORDINATES (ANGSTROEM)
S (1.366, 3.576, 0.146)
S (2.219, 0.683, -0.763)
F (3.276, 1.637, -1.432)
O (-5.806, -2.997, -4.993)
O (-1.096, 9.873, 0.156)
O (2.103, -1.518, 2.101)
O (-1.995, -4.775, -6.991)
O (3.875, 3.165, 5.579)
O (1.516, 0.074, -1.998)
O (-0.459, -3.714, -5.719)
O (4.583, 1.128, 5.398)
O (0.170, -2.426, 2.440)
O (0.609, 9.587, 1.610)
O (1.871, -2.919, 3.855)
O (-1.573, -5.344, -4.839)
O (-5.849, -4.643, -3.449)
O (-0.081, 7.965, 0.191)
O (-7.723, -3.787, -4.387)
O (5.214, 2.345, 7.202)
C (1.951, -1.292, -2.471)
C (-0.130, 9.183, 0.749)
C (-1.197, -2.550, 4.471)
C (3.464, -1.311, 2.504)
C (3.106, 3.608, 0.636)
C (0.974, 1.840, -0.248)
C (0.457, 6.503, 2.078)
C (4.618, 2.222, 6.166)
C (-1.253, 11.218, 0.638)
C (-2.509, -6.447, -4.939)
C (-8.536, -4.670, -3.581)
C (-8.695, -4.150, -2.171)
C (5.294, -0.013, 5.937)
C (-0.731, -3.257, 3.222)
C (3.502, 2.565, 1.682)
C (-6.415, -3.873, -4.187)
C (-1.404, -4.642, -5.953)
C (-4.382, -3.000, -4.884)
C (0.903, 7.087, 0.751)
C (-1.885, -7.636, -5.628)
C (3.786, 4.396, 6.316)
C (4.500, -0.708, 7.018)
C (1.051, -1.644, -3.618)
C (-0.135, -2.910, -6.861)
C (1.412, -2.354, 2.902)
H (2.627, 2.064, 2.107)
H (-9.115, -3.144, -2.180)
H (4.173, 1.811, 1.259)
H (0.231, 1.820, -1.047)
H (1.850, 7.620, 0.849)
H (6.264, 0.320, 6.300)
H (-1.679, -1.604, 4.222)
H (0.037, -1.852, -3.277)
H (-4.072, -2.629, -3.908)
H (3.522, -1.012, 6.643)
H (-0.223, -4.193, 3.450)
H (-0.367, -2.365, 5.150)
H (3.516, -0.765, 3.445)
H (-8.095, -5.665, -3.597)
H (3.244, 4.240, 7.246)
H (-7.739, -4.138, -1.651)
H (1.020, -0.837, -4.351)
H (4.779, 4.779, 6.539)
H (0.535, -2.140, -6.489)
H (1.430, -2.548, -4.098)
H (0.362, 7.286, 2.828)
H (3.999, -2.252, 2.605)
H (3.000, -1.212, -2.755)
H (-0.979, -7.951, -5.110)
H (-4.028, -2.345, -5.675)
H (3.904, -0.717, 1.705)
H (-2.591, -8.467, -5.617)
H (-9.378, -4.801, -1.623)
H (3.159, 4.627, 1.033)
H (-0.313, 11.760, 0.561)
H (-0.503, 5.998, 1.966)
H (0.365, -3.504, -7.624)
H (-3.990, -4.006, -5.025)
H (-1.553, -3.454, 2.538)
H (1.854, -1.961, -1.617)
H (0.568, 1.340, 0.642)
H (5.440, -0.657, 5.071)
H (-1.645, -7.405, -6.665)
H (-1.926, -3.177, 4.985)
H (-2.010, 11.661, 0.000)
H (1.014, 6.307, 0.003)
H (-3.403, -6.105, -5.459)
H (5.036, -1.601, 7.340)
H (-9.488, -4.692, -4.107)
H (-1.581, 11.209, 1.676)
H (1.187, 5.774, 2.438)
H (-2.765, -6.661, -3.904)
H (3.744, 3.589, -0.241)
H (3.243, 5.078, 5.669)
H (4.368, -0.058, 7.881)
H (-1.027, -2.458, -7.289)
H (4.029, 3.018, 2.523)

Values from the calculation:
DFT total energy, hartree: -3083.6118
Total charge: +1
Frontier orbital gap, eV: 8.35